10
Properties=species:S:1:pos:R:3:forces:R:3 method="wB97M-V/def2-TZVPD" de_lowest_kcal_mol=1.2 total_energy_ev=-80684.1076
C -1.26477 -0.22628 -0.57231 -0.5 -1.5 -0.3
C 1.07971 0.44356 0.01107 1.3 -0.1 -2.0
C -0.06992 -0.50888 0.32740 0.5 0.4 0.2
O -1.50915 -0.88634 -1.52908 0.1 0.8 0.4
F 0.31961 -1.78745 0.14216 -0.1 0.0 0.0
F -0.44346 -0.41120 1.66964 0.4 0.1 -1.3
Br -2.36591 1.16119 0.09479 -0.3 0.6 -0.1
H 1.31491 0.85931 0.92613 1.2 0.4 2.2
H 1.97907 -0.03280 -0.51809 -1.5 0.2 1.2
H 0.95990 1.38889 -0.55170 -1.1 -0.8 -0.3

13
Properties=species:S:1:pos:R:3:forces:R:3 method="wB97M-V/def2-TZVPD" de_lowest_kcal_mol=104.6 charge=+1 total_energy_ev=-17029.0369
C 0.95825 2.00044 -0.07710 0.0 -3.9 -0.9
C -1.36165 -2.24851 -0.13757 -1.5 2.3 0.3
C 1.83368 1.04463 -0.46919 -3.3 -0.3 1.2
N 0.03810 -0.40148 0.78376 0.3 -2.2 1.4
N -0.40990 -1.38979 0.49343 -0.1 1.0 0.3
S -0.74062 1.58875 0.18511 -0.5 1.2 -1.1
H 1.14000 3.00312 -0.06425 0.7 2.5 0.1
H -1.39667 -1.99320 -1.16239 0.2 0.1 -1.2
H -2.36093 -2.14094 0.27384 0.0 0.6 0.3
H -1.07577 -3.18439 0.07601 1.2 -3.6 0.3
H 1.48236 -0.05355 -0.41682 1.7 2.2 -0.8
H 2.77050 1.41548 -0.73721 1.7 -0.2 -0.5
H -0.87736 2.35942 1.25238 -0.3 0.1 0.6

37
Properties=species:S:1:pos:R:3:forces:R:3 method="wB97M-V/def2-TZVPD" de_lowest_kcal_mol=56.2 charge=-3 total_energy_ev=-147346.6612
Li -0.19012 0.49323 -0.00818 0.0 -0.9 -0.3
N 2.94883 1.49886 -1.46503 -2.7 -1.7 -1.7
S 4.01161 0.49482 -1.94173 5.1 -2.6 0.8
O 4.78633 0.93550 -3.07146 0.0 0.0 0.1
O 3.75230 -0.93431 -1.87116 -0.4 1.4 -0.2
F 5.07980 0.66786 -0.70606 -0.6 0.3 -0.5
S 1.72283 0.92083 -2.50641 -1.9 3.7 -1.1
O 0.59884 0.35140 -1.82569 1.0 0.0 0.2
O 1.98978 0.50578 -3.86790 0.5 -0.6 1.8
F 1.26482 2.42759 -2.84099 -0.4 -0.2 0.5
N -2.06022 1.02013 -0.39758 -2.1 -0.8 -3.2
S -2.82326 0.19316 -1.65623 0.7 -5.0 0.5
O -1.97212 -0.36504 -2.68594 -0.8 1.5 1.0
O -4.15836 0.58248 -2.01711 0.6 0.9 0.2
F -3.06507 -1.08085 -0.73389 -0.3 0.3 -0.3
S -2.24571 2.44823 -1.02182 1.5 4.6 1.7
O -3.38719 3.20847 -0.55940 0.6 -0.8 -0.6
O -1.77348 2.66154 -2.36434 -0.8 -0.5 0.2
F -1.03303 3.06721 -0.15495 -0.4 0.2 -0.3
N 1.10056 1.15667 1.30997 2.7 -2.5 1.4
S 1.91430 -0.18501 2.08117 0.8 -1.4 -2.2
O 1.00968 -1.22275 2.48733 0.5 1.2 0.4
O 3.09447 0.07252 2.85748 -0.8 0.4 -0.3
F 2.48868 -0.71847 0.72136 0.0 0.1 0.0
S 0.36584 1.66021 2.57217 -3.8 2.6 1.4
O 1.17535 1.87241 3.73880 -0.2 -0.3 0.0
O -0.95598 1.09734 2.69413 1.0 0.3 0.4
F 0.01753 3.15140 2.10553 0.6 0.0 0.1
N -0.91555 -3.41519 1.89846 -3.3 1.1 -0.8
S -2.44072 -2.71471 2.03803 -1.1 0.9 3.1
O -3.58108 -3.42797 1.51585 1.2 -0.2 0.0
O -2.51227 -1.28345 2.04876 0.5 -0.7 -1.0
F -2.54769 -2.94757 3.61935 0.1 -0.9 0.2
S -0.70183 -3.05456 0.38123 4.5 0.4 -4.0
O -0.34038 -1.68716 0.06757 -1.2 -0.2 0.6
O -1.39335 -3.75869 -0.67240 -0.5 0.2 1.3
F 0.77589 -3.69191 0.23110 -0.3 -0.5 0.6